Entry 1:
{
  "formula": "C33H53N2OP2PbS",
  "method": "ωB97M-V/def2-TZVPD",
  "symbols": ["C", "Pb", "H", "C", "H", "C", "H", "H", "H", "H", "H", "C", "H", "C", "C", "C", "O", "H", "C", "H", "C", "H", "C", "C", "H", "C", "S", "H", "C", "C", "C", "H", "H", "H", "H", "H", "H", "H", "H", "H", "H", "H", "C", "C", "C", "H", "H", "H", "C", "H", "H", "H", "H", "P", "C", "C", "H", "P", "H", "H", "H", "N", "H", "H", "H", "C", "H", "H", "C", "C", "H", "H", "H", "H", "H", "C", "C", "H", "H", "H", "C", "C", "C", "C", "C", "H", "H", "H", "N", "C", "H", "H", "C"],
  "xyz": [[-3.55088, -1.25775, 0.88408], [0.17080, 0.08089, 0.83033], [4.61800, 0.01834, 3.48467], [2.86256, -0.28144, -2.25930], [-5.42128, -0.59329, -0.01129], [-3.26576, 1.91762, 0.31735], [-0.79022, 1.09484, 4.06985], [3.04885, -1.31478, -2.57518], [-1.87315, 0.56994, -2.12362], [-5.11547, 2.91182, -0.16187], [-3.24883, -3.33817, 1.43784], [-4.79436, -1.50184, 0.02198], [0.42366, 6.08037, -4.42691], [1.95403, -2.44405, -0.29821], [1.14578, 2.83912, -5.67566], [4.47766, -2.32580, 1.84144], [0.78197, 3.04852, 2.77832], [-2.51205, -2.91582, -0.13084], [-2.29803, -0.32411, -1.61665], [-4.82444, 1.43367, -1.14277], [0.93815, 4.25564, -5.62411], [1.06155, 4.82886, -6.55575], [0.72547, -2.54461, -1.01839], [-2.69846, -2.54748, 0.88847], [1.09717, 1.04956, -4.41627], [-2.48710, 2.90618, -0.56731], [-0.74250, -1.17825, 3.18786], [3.13071, -1.89092, 4.08574], [-3.13808, 2.38745, 1.78779], [3.49553, -1.16852, 2.05697], [-1.55790, -2.52317, -2.68686], [-0.09474, -2.81603, 4.87449], [4.97604, 0.47019, 1.77609], [-2.99254, -0.64677, 2.90638], [5.18841, -2.11289, 1.03029], [3.90624, -3.23239, 1.58665], [1.89963, -0.74313, 3.52265], [-3.72809, 1.76331, 2.47865], [-0.89936, -4.46743, -3.38471], [-4.48933, -1.77660, -1.00480], [-1.43995, 3.00888, -0.26550], [-1.74588, -2.37945, 1.40864], [0.98005, 2.13782, -4.49461], [-3.91922, -0.89604, 2.34382], [-0.78903, -2.81468, 4.01154], [-1.83245, -2.90262, 4.38161], [-4.62724, -0.04706, 2.39578], [-0.56184, -3.59680, 3.31847], [-4.73910, 1.87132, -0.12519], [1.16439, -4.51003, -1.80648], [2.60878, -3.32117, -0.23677], [3.98108, 1.99717, -1.49354], [-2.08744, 2.40879, 2.12949], [2.57379, -0.93885, 0.41542], [0.50510, 2.17925, 2.09082], [3.55394, -0.00579, -0.91563], [0.15661, 4.67099, -2.30383], [-2.51098, 0.16165, 0.15220], [3.43690, 0.98498, 2.54930], [0.09839, -0.03786, 5.14452], [4.95406, -1.67877, -1.09564], [0.31481, 1.62346, -1.10895], [4.24244, 1.73734, 0.26421], [5.56307, -0.32162, -0.04113], [-3.28892, -0.52837, -2.06604], [0.42507, 4.23760, -3.27763], [5.46596, -0.11246, -1.82870], [-4.37596, -1.78628, 2.82402], [4.98058, -0.57819, -0.95256], [4.17738, 0.16114, 2.47626], [-5.37212, 1.30248, 0.58935], [-3.53236, 3.41930, 1.82535], [-2.51146, 2.61021, -1.62125], [-2.42210, -2.43016, -3.34630], [1.78604, -0.11193, -2.20689], [2.53600, -1.57663, 3.20366], [-0.79483, 0.10778, 4.51643], [1.42161, 2.30467, -6.61331], [3.27300, 0.40094, -3.01210], [-2.95431, 3.89699, -0.46730], [0.42075, -3.68425, -1.83787], [0.63096, 2.85171, -3.33330], [0.47126, 2.14251, -2.15059], [-1.31464, -1.51968, -1.76277], [-0.66695, -3.65880, -2.68739], [1.89608, -2.42180, 2.91424], [-1.71622, -0.16595, 5.05681], [2.58364, 1.94153, -0.40154], [-0.21304, -1.51357, -0.97654], [0.57720, 4.97836, -4.43891], [-5.34613, -2.33752, 0.49395], [5.02422, -2.47984, 2.78689], [3.57939, 1.50827, -0.59189]],
  "atomic_forces_ev_per_a": [[0.3, 0.0, 0.6], [-1.3, -1.3, -1.5], [-0.2, 0.1, -0.6], [0.0, -0.2, 0.1], [0.1, -0.8, -0.1], [0.3, -0.2, 0.3], [-0.3, 0.0, 0.0], [-0.1, 0.3, 0.0], [-0.2, -0.6, 0.2], [0.1, -0.5, 0.0], [0.2, 0.5, -0.3], [0.1, 0.4, -0.1], [0.2, -1.1, -0.2], [0.4, 0.9, 0.6], [-0.2, 1.0, 0.0], [0.1, 0.0, -0.3], [-0.7, -2.4, -1.9], [0.0, 0.1, 0.4], [0.7, 0.3, -0.1], [-0.1, 0.3, 0.6], [0.0, 0.1, 0.0], [-0.1, -0.3, 0.5], [-1.1, 0.5, -0.8], [0.0, -0.1, 0.0], [0.0, 0.5, -0.2], [0.0, -0.1, 0.0], [0.2, 0.3, 0.3], [-0.2, 0.2, -0.6], [-0.3, -0.1, -0.1], [-0.1, 0.3, 0.3], [0.8, -0.5, 0.6], [-0.3, -0.1, -0.6], [-0.4, -0.2, 0.5], [-1.0, -0.1, -0.3], [-0.1, -0.2, 0.5], [0.4, 0.1, 0.2], [0.2, -0.1, -0.1], [0.3, 0.4, -0.3], [0.3, 0.1, 0.3], [-0.4, -0.1, 0.5], [-0.2, 0.0, 0.0], [-0.3, -0.3, -0.4], [0.0, -0.1, 0.0], [0.0, 0.1, 0.1], [-0.5, 1.2, 1.6], [0.7, -0.2, -0.2], [0.2, -0.6, 0.0], [0.2, -0.3, -0.5], [-0.2, -0.1, 0.0], [-0.9, 0.5, -0.2], [-0.5, 0.2, 0.4], [0.0, 0.1, 0.4], [-0.4, 0.0, -0.1], [0.7, -2.1, -0.5], [1.0, 4.1, 2.6], [-0.7, 1.0, 0.3], [0.1, 0.0, -0.6], [-0.4, 0.1, 0.0], [0.4, -0.4, 0.0], [-0.5, 0.3, -0.1], [0.2, 0.7, 0.0], [0.4, 0.8, -2.0], [-0.4, -0.1, -0.6], [-0.3, -0.2, -0.8], [0.6, 0.0, 0.2], [0.0, 0.2, 0.1], [-0.1, -0.2, 0.3], [0.1, 0.5, -0.3], [0.1, -0.3, 0.4], [0.1, -0.1, -0.2], [0.4, 0.4, -0.5], [0.2, -0.4, 0.1], [0.0, 0.2, 0.1], [0.3, -0.3, 0.1], [0.1, -0.1, -0.1], [0.1, -0.1, -0.2], [0.3, -1.9, 0.3], [-0.3, 0.7, 0.8], [0.0, -0.1, 0.1], [0.0, -0.3, -0.1], [0.8, 0.1, 0.2], [0.1, 0.1, -0.8], [-0.5, -1.3, 3.1], [-0.3, 0.2, -0.1], [-0.8, 1.0, 0.0], [0.2, 0.2, 0.1], [0.4, 0.7, 0.0], [0.4, -0.3, -0.1], [1.2, -0.5, 0.0], [0.3, -0.6, -0.8], [0.1, 0.4, -0.4], [-0.1, -0.1, -0.4], [0.3, 0.0, 0.0]],
  "lowdin_charge": [-0.6510, 1.0157, 0.1170, -0.0864, 0.0729, -0.6571, 0.0112, 0.1001, 0.0777, 0.1137, 0.1196, -0.0536, 0.1379, -0.2096, -0.0245, -0.0647, 0.1854, 0.0806, -0.2326, 0.1003, 0.0046, 0.1271, -0.3348, -0.0910, 0.1209, -0.0950, 0.6328, 0.1185, -0.0660, -0.6605, 0.0081, 0.0724, 0.0747, 0.0081, 0.0702, 0.0881, 0.0355, 0.0760, 0.1324, 0.0839, 0.0487, -0.0031, -0.0235, -0.0927, -0.2698, 0.0701, 0.0808, 0.0456, -0.0661, 0.1408, 0.0934, 0.1073, 0.0470, 1.0443, -0.0846, -0.6396, 0.1317, 1.0998, 0.0798, 0.0621, 0.1028, 0.0917, 0.0817, 0.0862, 0.1028, -0.0152, 0.1211, 0.1131, -0.0579, -0.0614, 0.0859, 0.1160, 0.0830, 0.1310, 0.0398, -0.1180, -0.2708, 0.1374, 0.1035, 0.1121, 0.0089, -0.2361, -0.1261, -0.3459, 0.0077, 0.0686, 0.0678, 0.0420, -0.0488, -0.0190, 0.1212, 0.1174, -0.0734],
  "e_lumo_ha": [-0.3925, -0.3945],
  "orbital_gap_ha": [0.1774, 0.1642],
  "fmax_ev_per_a": 4.9,
  "spin_multiplicity": 1,
  "energy_ha": -2746.71916,
  "molar_mass_g_mol": 795.02,
  "total_charge": 3
}



Entry 2:
{
  "formula": "C33H54BN6S3Sb2Zr",
  "method": "ωB97M-V/def2-TZVPD",
  "symbols": ["Sb", "H", "C", "C", "H", "H", "C", "H", "H", "C", "N", "C", "H", "C", "C", "C", "H", "H", "C", "C", "H", "N", "H", "H", "H", "B", "C", "Zr", "H", "C", "H", "C", "C", "C", "Sb", "N", "C", "H", "C", "C", "C", "H", "H", "H", "H", "H", "H", "H", "C", "H", "H", "C", "N", "S", "H", "C", "H", "H", "H", "S", "C", "H", "H", "H", "C", "C", "H", "H", "C", "H", "H", "H", "H", "H", "H", "H", "N", "C", "H", "C", "N", "H", "H", "C", "C", "H", "H", "H", "S", "H", "H", "H", "C", "H", "C", "H", "H", "H", "C", "H"],
  "xyz": [[1.63011, 2.39596, 0.78111], [-5.16294, 1.65017, 4.64973], [1.47723, 3.16378, 2.82857], [3.88114, 2.46028, 0.80991], [-3.95726, 3.64188, 3.51930], [2.16065, 1.81589, -4.43212], [0.74020, -4.37910, -0.66085], [4.19811, -3.80775, 2.17830], [1.17455, 2.30701, 3.38169], [1.24729, -2.72772, 0.82117], [-2.52271, -1.52905, 0.20338], [4.25410, 4.59872, -0.48277], [2.47118, 3.43864, 3.11666], [-3.16745, 1.73454, 3.96253], [-1.71195, 0.47116, 2.13625], [-2.58887, -1.02499, -1.06171], [-4.20763, -2.20528, 1.50086], [-1.33331, -3.75093, -1.08464], [-3.89874, -1.69694, 0.59454], [-2.71194, 2.41761, 5.27090], [-1.64438, 2.66857, 5.17051], [-3.89502, -0.88425, -1.48583], [-3.25506, 3.35199, 5.41189], [-0.13227, -1.86737, 3.81939], [-2.83288, 0.70374, -3.47267], [-1.37909, -1.99769, 1.16669], [4.29122, 3.21090, -2.92949], [0.26699, -0.36498, 0.12881], [-4.25986, 0.03313, 4.75352], [-1.37346, -0.13837, 4.29249], [-2.38393, 3.37359, 2.74298], [-4.72099, -1.37360, -0.44010], [1.48898, 1.84058, -3.53486], [-4.45939, 0.96275, 4.13845], [2.22496, 0.33072, -2.10670], [1.76739, -3.82053, 0.15448], [4.28574, 4.61508, -2.88481], [-4.85478, 0.70341, 3.13378], [-4.39022, -0.62045, -2.89050], [-0.73174, -1.04675, 3.51927], [-0.37707, -3.65282, -0.55840], [-6.27591, -1.60302, -2.45179], [1.84796, -6.42303, 0.57021], [4.20412, 5.11488, 0.48351], [4.13509, 3.04115, 1.70984], [-4.39534, 0.92143, -4.37626], [1.55082, 4.25545, -1.21061], [1.64433, -1.89290, -3.54678], [4.09535, -3.99159, -0.36536], [4.27803, 5.14964, -3.83705], [-4.46053, -2.69849, -3.68222], [4.14066, 3.17169, -0.46804], [-0.98432, -0.72431, 2.10704], [2.11901, -1.43790, 1.62813], [0.97308, -5.26210, -1.23775], [-3.88320, -1.72720, -3.82810], [0.54296, 1.52992, -3.85867], [3.42285, -1.79560, -3.33026], [4.92041, 0.75232, -2.69047], [-1.21086, -0.63605, -2.07841], [2.54731, -1.21385, -3.57726], [-6.34994, -0.44284, -3.83600], [3.59582, -6.74101, 0.36265], [-4.06965, -1.42221, -4.89373], [-5.96033, -0.63264, -2.81875], [-3.36056, 2.91611, 3.00181], [4.26254, 1.45051, 0.88116], [1.41114, 2.82061, -3.11155], [0.92152, 4.13612, -0.32982], [-4.16682, 1.57063, -2.68328], [4.06866, -2.89702, -0.10477], [-1.76717, -2.84780, 1.97032], [2.65988, -6.15924, -1.02475], [0.80209, 3.98306, 2.84702], [-3.75832, 2.54648, 2.06252], [-0.15191, 3.96566, -0.56373], [-0.13894, -2.58928, 0.36824], [3.34813, -4.51648, 1.94715], [2.46251, -4.17835, 2.46328], [4.29544, 5.29682, -1.67130], [-2.03109, 0.79870, 3.45574], [-6.24417, 0.23849, -2.19026], [-2.79140, -1.95269, -3.73265], [4.33747, 1.07958, -1.78837], [2.74534, -6.10280, 0.06220], [-2.89672, 1.81492, 6.16378], [4.68589, 0.50134, -0.92765], [-5.79743, -1.46985, -0.56227], [-1.65265, 1.52809, 0.78367], [2.59845, -0.75159, -4.53517], [3.70394, -5.47913, 2.37227], [-1.57764, -0.17127, 5.33782], [4.20194, 2.50551, -1.73494], [0.95285, 5.05870, 0.24957], [-3.93201, 0.75456, -3.39943], [4.00170, -4.12651, -1.42975], [4.41061, 2.64671, -3.85950], [4.26348, 6.36549, -1.63870], [3.01915, -4.66370, 0.47025], [5.07946, -4.36567, -0.08449]],
  "atomic_forces_ev_per_a": [[0.7, 0.6, 1.2], [0.2, -0.6, -0.2], [0.2, -1.0, -1.5], [-1.2, 0.5, -0.3], [-0.6, 0.3, -0.3], [-0.4, 0.1, 1.0], [1.0, 0.6, 0.6], [-1.1, -0.5, -0.5], [-0.5, -0.4, 0.9], [-0.2, -1.3, -1.7], [-1.9, -0.3, -0.5], [-0.6, -1.7, 0.7], [0.4, 0.3, 0.1], [0.8, 1.4, 0.3], [-0.1, 0.9, 2.2], [-0.8, 0.2, -1.0], [0.4, 0.3, 0.0], [0.5, 0.0, 0.5], [0.1, -0.5, -0.5], [0.6, -0.7, 0.0], [-0.3, 0.0, 0.3], [1.0, -1.2, 1.6], [0.0, -0.2, -0.1], [0.2, -0.6, 0.0], [-0.5, 0.4, -0.4], [-1.8, -0.8, 1.5], [0.1, 1.2, 0.5], [-0.1, 3.4, -1.2], [-0.6, 1.0, -0.6], [-0.6, -0.5, -1.9], [-0.5, -0.1, 0.4], [1.6, 0.5, -0.2], [1.8, -0.8, 0.0], [0.3, -0.8, 0.0], [0.7, 0.2, -1.4], [-2.7, 0.2, 0.8], [0.0, -0.6, -0.8], [0.0, -0.1, 0.7], [-1.0, 0.2, -0.5], [-0.9, 1.5, -0.6], [-0.2, 0.7, 0.1], [-0.5, 0.1, -0.1], [-0.2, -0.5, 0.0], [0.2, 0.0, -0.4], [-0.1, -0.2, -0.5], [0.2, 0.1, 0.2], [-0.2, -0.1, -0.1], [1.0, 0.7, -0.2], [0.6, 1.0, 0.7], [0.1, 0.0, 0.4], [0.7, 1.2, 0.0], [0.8, 1.6, -1.4], [0.4, 0.1, 1.7], [-1.1, -0.6, -0.8], [-0.4, 0.3, 0.0], [-0.3, -1.2, -0.7], [-1.5, -0.6, -0.4], [0.3, 0.0, -0.1], [-0.8, 0.1, 0.8], [0.8, -0.2, 1.6], [-1.7, -0.9, 1.2], [0.2, -0.3, 0.5], [-0.4, 0.4, -0.1], [0.2, -0.2, 1.0], [1.4, 0.9, -0.4], [1.4, -1.0, -0.7], [0.0, -0.1, 0.0], [0.2, 0.5, 0.2], [-0.5, -0.6, 0.0], [-0.1, -0.5, -0.5], [0.2, -0.9, -0.4], [0.1, 0.5, -0.9], [-0.1, -0.3, 0.1], [-0.6, 0.6, 0.2], [-0.6, 0.4, -0.1], [0.8, -0.1, -0.1], [2.0, -0.5, 0.1], [1.2, -0.1, 0.8], [-0.1, -0.2, 0.6], [-0.3, -0.5, -0.2], [0.1, -1.0, -1.6], [-0.3, -0.8, -0.2], [-0.9, 0.3, -0.1], [-0.8, -2.7, -1.0], [0.6, 0.3, 0.0], [0.2, -0.1, -0.1], [0.1, 0.5, -0.1], [0.5, 0.1, 0.3], [0.2, -1.4, -0.4], [0.2, 0.3, -0.7], [-0.5, 0.5, -0.3], [0.2, 0.2, 0.5], [0.9, 1.5, 1.7], [0.3, -0.2, 0.3], [0.7, -0.2, 0.9], [-0.3, -0.1, -0.4], [-0.1, 0.4, 0.2], [0.2, 0.5, -0.1], [0.8, 1.1, -0.5], [0.0, 0.0, 0.0]],
  "lowdin_charge": [1.2958, 0.1182, -0.2244, -0.2294, 0.0948, 0.0515, 0.0183, 0.1107, -0.0202, -0.6140, 0.0127, -0.0421, 0.0068, -0.5266, -0.6312, -0.6454, 0.1380, 0.1510, -0.0009, -0.0275, 0.0974, 0.0326, 0.0968, 0.1159, 0.0255, -0.5889, -0.0543, 0.8955, 0.1122, 0.0168, 0.0791, 0.0241, -0.2245, -0.0141, 1.2673, 0.0295, -0.0411, 0.0914, -0.5418, -0.0228, -0.0193, 0.0763, 0.1019, 0.1280, 0.0740, 0.1043, -0.0064, 0.0197, -0.0253, 0.1214, 0.1144, -0.3145, -0.1302, 0.6778, 0.1331, -0.0405, -0.0245, 0.0037, 0.1059, 0.6388, -0.2766, 0.1130, 0.1248, 0.1149, -0.0231, -0.0698, 0.0471, -0.0051, -0.2358, 0.1043, 0.0815, 0.1575, 0.0894, 0.0081, 0.0512, 0.0136, -0.1259, -0.0343, 0.0608, -0.0616, 0.0455, 0.1082, 0.0476, -0.2357, -0.0199, 0.0947, 0.0592, 0.1328, 0.6861, 0.0046, 0.1134, 0.1396, -0.3799, 0.0328, -0.0413, 0.0839, 0.1256, 0.1144, -0.5243, 0.1076],
  "e_lumo_ha": -0.3452,
  "orbital_gap_ha": 0.2010,
  "fmax_ev_per_a": 3.6,
  "spin_multiplicity": 1,
  "energy_ha": -3364.54352,
  "molar_mass_g_mol": 976.59,
  "total_charge": 3
}